Record 1
Here is C29H49AsBrIrN9O as an isolated structure in a non-equilibrium geometry from OMol25. Energies are from ωB97M-V with the def2-TZVPD basis set.

```
91
Properties=species:S:1:pos:R:3:forces:R:3
Ir 0.678425 -0.605042 0.073887 0.1583 0.3618 -1.0243
C 0.783207 -0.299153 3.480328 -0.3953 -0.1622 0.2205
N -0.240974 0.698668 3.232261 0.2568 0.1470 -0.2346
C -0.616230 1.567945 4.353559 -0.0114 -0.0801 0.0344
C -1.802688 2.344735 3.802218 -0.1766 -0.0330 0.0614
N -1.989737 1.781412 2.453214 -0.1955 0.1448 -0.0552
C -3.187366 2.241332 1.750955 -0.0043 0.0025 0.1308
C -1.089363 0.815222 2.192418 0.2975 -0.2470 -0.2121
N -1.020433 0.052934 1.070235 0.7651 0.1499 0.5101
C -2.113012 0.050709 0.111721 -0.3189 0.2579 0.3540
C -2.002407 -1.199583 -0.682597 -0.3301 -0.3864 -0.3453
N -0.716531 -1.174230 -1.352912 0.3760 0.0730 -0.2180
C -0.537641 -1.889002 -2.498622 0.0605 -0.0294 0.4843
N -1.327458 -2.871334 -2.952393 -0.2379 -0.1576 -0.0597
C -2.629214 -3.373009 -2.496375 0.1109 -0.0260 -0.0107
C -0.859556 -3.385452 -4.252640 -0.1704 0.0834 -0.1215
C 0.444853 -2.634663 -4.485444 0.0754 -0.0179 0.0397
N 0.490433 -1.707530 -3.349167 0.0270 -0.0028 -0.0189
C 1.441016 -0.628806 -3.393708 -0.2041 -0.0766 -0.1642
H 0.387014 -1.125649 4.076056 -0.0216 0.0586 0.0878
H 1.596684 0.164749 4.035353 -0.0130 0.0234 -0.0027
H 1.170567 -0.698952 2.559812 0.0504 -0.0979 -0.1216
H 0.217221 2.202893 4.650388 0.0396 0.0233 -0.0762
H -0.890761 0.961054 5.216324 0.0037 -0.0621 0.0052
H -1.622449 3.416863 3.730393 0.0682 0.0187 -0.0661
H -2.704125 2.210367 4.399280 -0.0313 -0.0715 -0.0213
H -3.340627 3.286732 2.015239 0.0361 0.0117 0.0272
H -4.071405 1.689179 2.073573 -0.0065 -0.0146 0.0073
H -3.101065 2.171934 0.676456 -0.0125 0.0049 0.0372
H -2.056675 0.924782 -0.548134 -0.1040 -0.1034 -0.1236
H -3.088281 0.037906 0.598068 0.0868 0.0925 0.1501
H -2.842126 -1.229708 -1.374373 0.1030 -0.0352 -0.1004
H -2.075812 -2.059112 -0.008974 -0.1596 0.0846 0.0212
H -2.671543 -3.494259 -1.421279 0.0395 -0.0828 -0.0085
H -2.779704 -4.348548 -2.950571 0.0628 -0.0407 0.0095
H -3.441866 -2.727623 -2.830757 -0.0038 -0.0100 -0.0271
H -1.605507 -3.194806 -5.024068 -0.0169 0.0863 -0.0026
H -0.720514 -4.462855 -4.197396 0.0157 -0.0308 0.1069
H 0.457755 -2.085625 -5.426255 -0.0626 0.0775 0.0104
H 1.317982 -3.288099 -4.479795 0.0164 -0.0213 0.0774
H 1.155890 0.102397 -4.156649 0.0435 0.0025 -0.0192
H 2.427658 -1.017885 -3.652749 0.0183 0.0129 0.0222
H 1.498447 -0.148929 -2.428638 0.0266 -0.0114 0.0535
C -1.323072 -4.966947 3.086558 0.1040 0.0053 0.0298
C -0.305485 -4.447818 2.108927 -0.0295 -0.0380 -0.0178
C 0.690157 -5.262262 1.567783 -0.0080 -0.0156 -0.0007
C 1.577568 -4.764614 0.621008 -0.0180 -0.1428 0.0612
C 1.445989 -3.442916 0.276003 -0.0738 -0.1317 -0.0321
Br 2.521873 -2.606568 -1.021329 0.0281 0.4997 0.0551
N 0.544914 -2.623289 0.805711 -0.0690 0.7328 0.0061
C -0.323483 -3.120456 1.700464 -0.0631 0.0494 0.1162
H -1.348521 -6.054833 3.080004 -0.0082 0.0211 -0.0153
H -2.321927 -4.600341 2.851148 0.0153 0.0086 0.0017
H -1.080463 -4.652912 4.103746 0.0040 0.0087 -0.0177
H 0.767271 -6.297301 1.880927 -0.0186 0.0097 -0.0555
H 2.334931 -5.388497 0.165685 -0.0002 0.0106 0.0172
H -1.051632 -2.423638 2.099296 0.0564 0.0133 -0.0425
C 2.731028 2.051576 -1.703605 0.1021 0.1472 0.0309
As 1.013356 1.817859 -0.848103 0.0081 -0.9499 -0.0690
C 1.040831 3.355842 0.333871 -0.2514 -0.1395 0.1806
C -0.221305 2.326739 -2.374503 0.2064 0.1442 0.2996
C -0.790030 3.683655 -2.297269 -0.1014 -0.0873 -0.2497
C -1.782455 4.016304 -1.320976 0.0161 -0.0054 -0.0657
C -2.448316 5.199360 -1.385750 0.0617 0.0303 0.0818
C -2.128047 6.127419 -2.417447 -0.0121 -0.0144 0.0178
C -1.127702 5.824734 -3.375753 0.1006 0.0413 -0.0342
C -0.439072 4.650694 -3.286216 -0.0021 0.0493 -0.0571
H 2.880315 3.113354 -1.900870 0.0147 -0.0125 -0.0468
H 2.802575 1.493283 -2.632078 -0.0147 0.0508 -0.0198
H 3.507986 1.705675 -1.023502 -0.0427 -0.0116 0.0307
H 0.862476 4.256192 -0.250855 0.0246 0.0260 0.0234
H 2.038998 3.429030 0.755874 0.0037 0.0368 -0.0765
H 0.310130 3.282483 1.137645 -0.0240 -0.0028 -0.0283
H -0.996767 1.558910 -2.360147 -0.0543 0.0085 0.0387
H 0.393243 2.208476 -3.264480 -0.0612 -0.0314 -0.0351
H -2.010595 3.301601 -0.541642 0.0057 0.0021 -0.0343
H -3.208667 5.451704 -0.658344 -0.0218 0.0259 -0.0495
H -2.637519 7.083637 -2.455760 -0.0187 -0.0240 -0.0252
H -0.915387 6.523368 -4.174983 -0.0081 0.0545 0.0560
H 0.332230 4.423990 -4.012738 -0.0258 -0.0590 0.0270
C 4.007583 -1.975746 2.110491 0.0102 0.0376 -0.0615
N 4.104798 -0.564594 2.458494 0.1122 -0.1459 -0.1079
C 3.388207 0.410806 1.911220 -0.3166 -0.1435 0.1021
N 3.544263 1.645183 2.425283 0.0820 -0.0212 -0.0591
O 2.549488 0.222264 0.964421 0.0361 -0.0229 0.5006
H 4.383294 -2.562979 2.943800 -0.0021 0.0191 0.0254
H 4.591088 -2.213037 1.222675 0.0221 0.0167 -0.0115
H 2.965596 -2.235660 1.942616 0.0053 0.0015 0.0601
H 4.863443 -0.307340 3.072576 -0.0578 0.0188 0.0747
H 4.260183 1.856423 3.103341 0.0007 0.0040 -0.0215
H 3.084550 2.419226 1.988540 0.0210 0.0090 -0.0196
```
Forces are in eV/Å.

Values from the calculation:
- Frontier orbital gap (spin up / spin down): 7.62 / 4.58 eV
- Largest force on an atom: 0.0213 Eh/bohr
- Net charge: +4
- Spin multiplicity: 2

Record 2
Here is a 6-piece molecular cluster, C29H50Br2NO10S5 overall from OMol25. Energies are from ωB97M-V with the def2-TZVPD basis set.

```
97
Properties=species:S:1:pos:R:3:forces:R:3
C 2.640857 0.091961 2.934420 0.4985 0.1843 0.0920
C 2.636240 0.820946 1.621778 -0.3080 -0.0066 -0.0417
Br 4.257681 1.637080 1.099407 -0.1222 -0.1817 0.1273
C 1.545256 0.913058 0.864396 0.3865 0.1729 -0.3692
Br 1.549910 1.809018 -0.813599 -0.1663 -0.1084 0.2602
C 0.236300 0.321637 1.223413 -0.3508 0.1097 0.1855
C -0.751419 1.181618 1.665022 0.0606 0.2298 0.0740
N -1.970292 0.726305 1.976755 -0.1921 -0.0965 -0.0198
C -2.284729 -0.570241 1.873462 -0.1111 -0.7608 -0.1152
C -1.346554 -1.477763 1.453729 0.0707 0.3985 0.0425
C -0.060604 -1.044703 1.109437 0.3015 -0.2351 -0.1571
C 0.960307 -2.018093 0.614214 -0.3552 0.1729 -0.1192
H 3.420567 0.508661 3.571518 -0.0992 0.0113 0.0649
H 2.882099 -0.965007 2.803172 -0.1341 -0.0362 -0.0603
H 1.688458 0.194032 3.450702 -0.0562 -0.0949 -0.0370
H -0.590584 2.247262 1.760316 -0.0069 0.0943 -0.0693
H -2.715880 1.358339 2.266620 -0.0245 0.0353 -0.0895
H -3.293330 -0.881263 2.103774 -0.0713 0.3670 0.0994
H -1.617761 -2.520751 1.376462 0.0263 -0.0201 -0.0108
H 0.472611 -2.832395 0.078362 0.0484 -0.0457 0.0249
H 1.666562 -1.530235 -0.053333 0.1299 -0.0967 0.0632
H 1.507761 -2.460455 1.449183 0.0726 0.0119 -0.0127
C 6.954957 -3.671133 0.737974 -0.0362 0.1096 0.0156
C 6.885117 -2.664536 1.896494 -0.0207 -0.0946 -0.0626
C 5.486387 -2.035670 1.864261 0.3280 0.1168 0.1430
S 4.403591 -3.261321 1.130453 0.2152 -0.0769 0.1100
O 3.906067 -2.745075 -0.122215 -0.1381 -0.0001 0.0123
O 3.472999 -3.741844 2.128800 -0.1759 0.0881 -0.1041
C 5.664066 -4.484184 0.806063 0.2033 -0.0669 -0.0398
H 7.830258 -4.313402 0.811798 -0.0060 -0.0111 -0.0056
H 7.007265 -3.139507 -0.214246 0.0005 -0.0271 -0.0127
H 7.033632 -3.184977 2.844272 -0.0151 -0.0118 -0.0070
H 7.657690 -1.902066 1.816708 -0.0083 0.0063 -0.0017
H 5.118026 -1.792635 2.857850 -0.0870 -0.0137 -0.0248
H 5.445070 -1.154263 1.227859 -0.0247 -0.0136 -0.0618
H 5.420285 -5.009211 -0.114584 -0.0999 0.0318 0.0083
H 5.668180 -5.178777 1.645815 -0.0446 0.0138 0.0145
C -5.320786 -0.207712 5.441260 0.0201 0.0986 -0.0240
C -5.398456 1.218504 6.004013 -0.0211 -0.0420 -0.0310
C -5.297413 2.187005 4.818190 0.0853 -0.0207 0.2330
S -5.973532 1.306307 3.402993 -0.2945 0.0749 0.2407
O -4.915392 1.099121 2.426681 0.3771 -0.0481 0.0037
O -7.212490 1.898545 2.992233 0.0872 0.0040 -0.1944
C -6.275879 -0.239509 4.251427 0.1404 -0.1600 0.1450
H -5.591798 -0.953421 6.186063 0.0083 -0.0057 -0.0024
H -4.300956 -0.421677 5.109439 -0.0071 -0.0305 0.0038
H -6.353454 1.357686 6.512410 -0.0080 -0.0041 -0.0163
H -4.610912 1.410154 6.730424 -0.0094 0.0147 0.0038
H -5.877610 3.094694 4.961346 -0.0002 0.0225 -0.1144
H -4.264987 2.444602 4.587627 -0.0125 -0.0049 -0.0609
H -6.106666 -1.065063 3.563753 -0.0489 0.0568 -0.0788
H -7.316692 -0.229499 4.572317 -0.0181 0.0337 -0.0403
C 1.232612 -0.147947 -3.922618 0.0344 0.0908 -0.0769
C 0.887877 0.585223 -5.225520 0.0173 -0.0523 -0.0089
C 2.166844 0.625614 -6.072889 -0.2445 0.1491 0.0092
S 3.127309 -0.822721 -5.596345 -0.1226 0.0036 -0.0139
O 4.346128 -0.378867 -4.964890 0.0311 -0.0177 -0.0329
O 3.162629 -1.760340 -6.687316 0.1465 -0.0145 0.0173
C 1.997966 -1.396199 -4.334630 -0.0096 0.0331 0.1553
H 0.339742 -0.405729 -3.354117 -0.0078 -0.0088 0.0045
H 1.864540 0.485097 -3.296512 0.0206 -0.0536 -0.0271
H 0.106007 0.036615 -5.753931 0.0134 -0.0213 0.0101
H 0.512386 1.591546 -5.039276 -0.0049 -0.0028 -0.0139
H 1.968168 0.570716 -7.140000 0.0922 -0.0342 -0.0163
H 2.774445 1.501829 -5.854472 0.0727 -0.0547 0.0190
H 2.570057 -1.850469 -3.527744 0.0892 -0.0176 -0.0723
H 1.341223 -2.130696 -4.789957 -0.0223 -0.0370 -0.0390
C -3.676789 -2.847032 -1.699125 0.0091 -0.0356 -0.0690
C -3.537244 -4.250970 -2.305585 0.0306 0.0479 0.0199
C -3.042727 -4.080362 -3.747391 -0.1262 -0.1994 0.1260
S -2.102330 -2.549545 -3.775421 0.0143 -0.0798 0.0328
O -2.777039 -1.593898 -4.612484 0.0685 0.0558 -0.0346
O -0.701163 -2.830421 -3.966799 -0.0911 0.0444 -0.0027
C -2.393334 -2.106361 -2.062164 -0.1367 -0.0076 0.2221
H -3.824533 -2.885784 -0.619628 -0.0216 -0.0038 -0.0001
H -4.536130 -2.335058 -2.136344 0.0097 0.0267 0.0155
H -2.808586 -4.826899 -1.731247 0.0113 0.0099 -0.0077
H -4.478592 -4.796659 -2.279965 0.0038 -0.0078 -0.0047
H -2.392115 -4.889456 -4.068877 0.0370 0.0588 -0.0763
H -3.864985 -3.965006 -4.450692 0.0329 0.0812 -0.0280
H -2.467003 -1.023091 -1.985093 0.0520 0.0095 -0.1048
H -1.541938 -2.469373 -1.484478 0.0280 -0.0095 -0.0447
C -0.144345 6.580756 -1.752423 0.0564 0.0342 0.0738
C 1.242488 6.447843 -1.107198 -0.0500 -0.0301 -0.0257
C 1.032887 6.293740 0.404746 0.2318 0.0516 -0.1443
S -0.580427 5.531520 0.601575 0.1079 -0.0436 -0.1219
O -1.464148 6.442614 1.275889 -0.0464 -0.0834 0.1081
O -0.418918 4.178800 1.103164 -0.1304 0.0015 0.1311
C -0.998339 5.477336 -1.135046 0.0134 0.0532 -0.2194
H -0.098223 6.484306 -2.835484 -0.0061 0.0047 -0.0038
H -0.573693 7.557122 -1.519930 -0.0233 -0.0094 -0.0095
H 1.745257 5.562287 -1.501346 -0.0104 -0.0089 0.0101
H 1.873892 7.306957 -1.325068 0.0068 -0.0013 0.0054
H 1.779338 5.654800 0.870693 -0.0695 -0.0160 0.0785
H 0.996273 7.254089 0.915238 -0.0871 -0.0135 0.0267
H -2.069932 5.627757 -1.244996 -0.0122 -0.0245 0.1016
H -0.714465 4.493730 -1.511103 0.0056 -0.0124 0.0479
```
Forces are in eV/Å.

Values from the calculation:
- Frontier orbital gap: 8.05 eV
- Largest force on an atom: 0.0151 Eh/bohr
- Net charge: +1
- Spin multiplicity: 1

Which of these has the lowest spin multiplicity?
C29H50Br2NO10S5

The highest largest force on an atom belongs to which entry?
C29H49AsBrIrN9O